#a
The following is a DFT calculation (the ωB97M-V functional and the def2-TZVPD basis) of a structure of composition C7H17NO.

Last column: natural (NBO) charge in e.
Element x y z (Å)
C: -0.26 -0.06 -1.12  -0.069
C: 0.94 0.15 -2.02  -0.645
C: -1.26 1.06 -1.26  -0.645
C: -0.87 -1.45 -1.26  -0.639
C: 1.89 -0.79 0.96  -0.704
C: 0.88 0.32 0.89  0.406
O: 1.16 1.51 0.93  -0.674
H: 0.61 0.18 -3.07  0.219
H: 1.43 1.09 -1.80  0.234
H: 1.66 -0.67 -1.95  0.211
H: -2.15 0.89 -0.65  0.202
H: -0.80 2.01 -0.98  0.233
H: -1.61 1.14 -2.30  0.212
H: -1.29 -1.57 -2.26  0.214
H: -1.68 -1.61 -0.55  0.207
H: -0.12 -2.23 -1.11  0.212
H: 2.35 -0.79 1.95  0.239
H: 1.43 -1.76 0.78  0.215
H: 2.69 -0.61 0.24  0.227
C: -0.52 -0.06 2.18  -0.260
N: -1.04 1.17 2.61  -0.819
H: -0.28 1.85 2.73  0.384
H: -1.70 1.56 1.96  0.360
H: -1.30 -0.76 1.85  0.186
H: 0.10 -0.55 2.93  0.190
H: -0.27 -0.03 0.34  0.305

Calculated values
* orbital gap: 8.2 eV
* HOMO level: -7.478 eV
* multiplicity: 1

***

#b
The following is a DFT calculation (the ωB97M-V functional and the def2-TZVPD basis) of a cluster of 2 separate species, C7H17NO in total.

Last column: natural (NBO) charge in e.
Element x y z (Å)
C: -0.34 -0.15 -2.56  -0.638
C: -0.28 0.98 -1.54  -0.209
N: 1.07 1.13 -0.94  -0.444
C: 1.77 2.38 -1.16  -0.412
C: 1.37 0.49 0.23  0.679
C: 0.48 -0.60 0.79  -0.722
O: 2.36 0.77 0.88  -0.639
H: 0.48 -0.84 -2.38  0.229
H: 0.02 0.18 -3.53  0.212
H: -1.38 -0.47 -2.62  0.219
H: -0.52 1.97 -1.94  0.206
H: -0.91 0.71 -0.69  0.195
H: 1.30 3.25 -0.71  0.185
H: 2.80 2.34 -0.82  0.243
H: 1.78 2.57 -2.23  0.191
H: -0.14 -0.06 1.49  0.239
H: -0.11 -1.16 0.06  0.215
H: 1.10 -1.24 1.41  0.250
C: -2.77 -2.61 1.63  -0.610
C: -2.18 -1.52 2.57  -0.609
H: -3.22 -3.38 2.24  0.208
H: -3.53 -2.12 1.02  0.200
H: -2.03 -3.02 0.95  0.202
H: -2.61 -1.53 3.57  0.207
H: -2.31 -0.55 2.12  0.199
H: -1.15 -1.78 2.76  0.204

Calculated values
* orbital gap: 9.9 eV
* HOMO level: -9.110 eV
* multiplicity: 1

***

#c
The following is a DFT calculation (the ωB97M-V functional and the def2-TZVPD basis) of a cluster of 2 separate species, C7H17NO in total.

Last column: natural (NBO) charge in e.
Element x y z (Å)
C: -1.53 -1.55 -0.33  -0.654
C: -0.37 -0.59 -0.64  -0.211
N: 0.65 -1.30 -1.43  -0.447
C: 0.21 -1.40 -2.80  -0.469
C: 1.85 -1.84 -1.07  0.689
C: 2.26 -1.61 0.37  -0.713
O: 2.48 -2.59 -1.80  -0.618
H: -2.58 -1.35 -0.58  0.220
H: -1.72 -1.88 0.70  0.218
H: -1.35 -2.43 -0.98  0.220
H: -0.71 0.24 -1.24  0.206
H: 0.01 -0.30 0.34  0.211
H: -0.80 -1.39 -3.21  0.225
H: 0.67 -0.70 -3.51  0.202
H: 0.43 -2.39 -3.23  0.232
H: 2.15 -2.55 0.90  0.239
H: 3.33 -1.37 0.31  0.241
H: 1.76 -0.81 0.92  0.209
C: -0.71 2.67 1.61  -0.609
C: -0.95 3.79 2.69  -0.598
H: -0.80 1.67 2.01  0.196
H: -1.56 2.90 0.97  0.204
H: 0.28 2.75 1.16  0.204
H: -0.94 4.75 2.19  0.204
H: -0.17 3.70 3.45  0.198
H: -1.88 3.61 3.19  0.201

Calculated values
* orbital gap: 10.0 eV
* HOMO level: -9.269 eV
* multiplicity: 1

***

The most stable arrangement is #b, and the next structure is 0.0230 hartree less stable.

***

#a
The following is a DFT calculation (the ωB97M-V functional and the def2-TZVPD basis) of a cluster of 2 separate species, C7H17NO in total.

Last column: natural (NBO) charge in e.
Element x y z (Å)
C: -0.59 -0.77 2.49  -0.450
C: 0.28 -1.38 1.68  -0.156
C: 1.33 -0.72 0.81  -0.456
C: 1.50 0.77 1.04  -0.413
C: 0.39 1.62 0.41  -0.221
N: 0.40 1.79 -1.05  -0.637
C: -0.66 1.13 -1.84  -0.213
C: -0.24 -0.15 -2.55  -0.643
H: -1.26 -1.38 3.08  0.197
H: -0.64 0.25 2.89  0.198
H: 0.19 -2.46 1.61  0.214
H: 1.17 -0.90 -0.25  0.217
H: 2.25 -1.23 1.11  0.218
H: 2.44 1.06 0.58  0.206
H: 1.52 0.98 2.11  0.211
H: 0.52 2.62 0.83  0.184
H: -0.64 1.40 0.72  0.188
H: 1.29 1.54 -1.45  0.347
H: -1.51 1.04 -1.16  0.179
H: -0.92 1.87 -2.57  0.187
H: 0.35 0.10 -3.42  0.209
H: 0.27 -0.80 -1.86  0.203
H: -1.09 -0.81 -2.72  0.231
O: -1.88 -2.14 -0.26  -0.948
H: -1.62 -1.29 0.10  0.478
H: -2.83 -2.15 -0.29  0.470

Calculated values
* orbital gap: 9.3 eV
* HOMO level: -8.377 eV
* multiplicity: 1

***

#b
The following is a DFT calculation (the ωB97M-V functional and the def2-TZVPD basis) of an isolated molecule of C7H17NO.

Last column: natural (NBO) charge in e.
Element x y z (Å)
C: 2.72 -0.92 -0.80  -0.691
C: 1.44 -0.04 0.27  -0.001
N: 1.69 1.32 0.39  -0.844
C: 0.33 -0.44 -0.58  0.106
O: 0.31 0.26 -1.79  -0.732
C: -1.18 0.06 0.30  -0.021
C: -1.16 -0.44 1.74  -0.634
C: -1.36 1.57 0.25  -0.643
C: -2.28 -0.64 -0.48  -0.625
H: 2.59 -1.05 -1.88  0.199
H: 2.81 -1.90 -0.33  0.188
H: 3.66 -0.38 -0.68  0.191
H: 1.46 -0.55 1.23  0.208
H: 2.50 1.56 0.94  0.376
H: 1.63 1.81 -0.49  0.384
H: 0.20 -1.52 -0.65  0.183
H: 0.10 -0.37 -2.49  0.482
H: -0.90 -1.50 1.79  0.202
H: -0.47 0.13 2.36  0.210
H: -2.16 -0.33 2.19  0.210
H: -2.32 1.85 0.69  0.199
H: -1.35 1.93 -0.77  0.216
H: -0.57 2.07 0.81  0.231
H: -2.15 -1.72 -0.46  0.197
H: -3.25 -0.43 -0.04  0.203
H: -2.30 -0.31 -1.52  0.207

Calculated values
* orbital gap: 8.6 eV
* HOMO level: -7.874 eV
* multiplicity: 1

***

The most stable arrangement is #a, and the next structure is 0.0076 hartree less stable.

***

#a
The following is a DFT calculation (the ωB97M-V functional and the def2-TZVPD basis) of a cluster of 2 separate species, C2H9NO in total.

Last column: natural (NBO) charge in e.
Element x y z (Å)
C: -1.69 0.17 0.71  -0.422
N: -0.46 0.95 0.60  -0.604
C: 0.61 0.12 1.19  -0.420
H: -1.57 -0.59 -0.08  0.192
H: -2.59 0.77 0.50  0.199
H: -1.83 -0.35 1.68  0.160
H: -0.54 1.79 1.20  0.340
H: 0.66 -0.82 0.62  0.194
H: 0.37 -0.11 2.24  0.160
H: 1.60 0.61 1.15  0.201
O: 1.79 -0.73 -2.89  -0.938
H: 2.13 -0.21 -3.65  0.470
H: 1.52 -1.59 -3.27  0.468

Calculated values
* orbital gap: 9.8 eV
* HOMO level: -8.872 eV
* multiplicity: 1

***

#b
The following is a DFT calculation (the ωB97M-V functional and the def2-TZVPD basis) of a cluster of 2 separate species, C2H9NO in total.

Last column: natural (NBO) charge in e.
Element x y z (Å)
C: -0.32 0.50 1.50  -0.246
O: -0.60 0.40 0.11  -0.574
C: -1.38 -0.69 -0.34  -0.246
H: 0.46 1.24 1.63  0.203
H: 0.02 -0.50 1.83  0.166
H: -1.23 0.73 2.05  0.171
H: -2.10 -0.41 -1.11  0.192
H: -1.85 -1.11 0.55  0.172
H: -0.71 -1.43 -0.80  0.172
N: 2.13 -0.08 -1.15  -1.088
H: 2.17 0.78 -1.67  0.356
H: 2.10 -0.83 -1.84  0.350
H: 1.30 -0.10 -0.58  0.375

Calculated values
* orbital gap: 10.5 eV
* HOMO level: -9.528 eV
* multiplicity: 1

***

#c
The following is a DFT calculation (the ωB97M-V functional and the def2-TZVPD basis) of a cluster of 2 separate species, C2H9NO in total.

Last column: natural (NBO) charge in e.
Element x y z (Å)
C: 0.40 0.45 1.22  -0.626
C: 0.67 -0.78 0.40  -0.214
N: 1.35 -0.41 -0.84  -0.853
H: -0.34 1.09 0.76  0.218
H: -0.08 0.18 2.18  0.214
H: 1.33 0.96 1.46  0.209
H: 1.30 -1.47 0.96  0.179
H: -0.27 -1.32 0.21  0.162
H: 1.19 -1.06 -1.59  0.358
H: 1.13 0.54 -1.14  0.353
O: -2.25 0.91 -0.94  -0.936
H: -1.48 0.60 -1.44  0.466
H: -2.95 0.30 -1.24  0.470

Calculated values
* orbital gap: 9.9 eV
* HOMO level: -9.172 eV
* multiplicity: 1

***

#d
The following is a DFT calculation (the ωB97M-V functional and the def2-TZVPD basis) of a cluster of 4 separate species, C2H9NO in total.

Last column: natural (NBO) charge in e.
Element x y z (Å)
N: -1.39 -1.41 -1.19  -1.096
H: -1.37 -1.71 -2.13  0.358
H: -2.63 7.37 -2.41  0.000
H: -2.17 -0.73 -1.12  0.350
H: -0.55 -0.88 -0.89  0.378
C: 1.18 -0.69 1.03  -0.106
O: 1.03 0.13 -0.07  -0.477
C: 0.27 0.49 1.12  -0.139
H: 0.82 -1.71 1.20  0.188
H: 2.19 -0.62 1.41  0.170
H: -0.80 0.15 1.07  0.176
H: 0.38 1.18 1.88  0.197
H: -3.08 6.92 -3.03  0.000

Calculated values
* orbital gap: 10.8 eV
* HOMO level: -9.691 eV
* multiplicity: 1

***

The most stable arrangement is #c, and the next structure is 0.0166 hartree less stable.

***

#a
The following is a DFT calculation (the ωB97M-V functional and the def2-TZVPD basis) of a structure of composition C28H28CoN9OS2Si.

Last column: Löwdin spin population.
Element x y z (Å)
Co: 0.88 -1.09 0.34  1.126
N: 4.17 1.27 1.30  0.000
C: 3.73 0.18 0.66  0.002
N: 2.43 0.09 0.82  -0.004
C: 2.12 1.18 1.59  0.001
N: 3.15 1.93 1.91  0.001
C: 0.71 1.42 1.91  0.003
C: 0.24 2.39 2.77  0.000
N: -1.05 2.53 3.02  0.002
C: -1.87 1.68 2.40  0.001
C: -1.41 0.69 1.54  0.002
N: -0.11 0.57 1.29  0.006
H: 5.11 1.61 1.40  0.000
H: 4.35 -0.50 0.10  0.000
H: 0.93 3.06 3.27  0.000
H: -2.93 1.78 2.60  0.000
H: -2.06 -0.02 1.05  0.000
S: -1.00 -1.97 -0.55  -0.022
C: -1.63 -2.94 0.77  -0.003
C: -2.83 -3.63 0.58  -0.002
C: -3.42 -4.40 1.57  -0.001
C: -4.66 -5.06 1.31  0.000
N: -5.66 -5.59 1.11  0.000
C: -2.78 -4.50 2.81  -0.001
C: -1.58 -3.84 3.02  0.001
C: -0.97 -3.05 2.03  0.002
S: 0.55 -2.28 2.38  0.012
C: -3.35 -5.28 3.88  0.000
N: -3.81 -5.90 4.73  0.000
H: -3.31 -3.55 -0.39  0.000
H: -1.08 -3.93 3.98  0.001
C: -0.81 4.57 -0.23  0.000
N: 0.10 3.93 -1.17  0.001
N: -0.25 2.61 -1.48  0.002
C: 0.91 1.82 -1.58  0.006
O: 0.94 0.66 -1.95  0.016
C: 1.99 2.71 -1.18  0.000
C: 1.46 3.92 -0.90  0.001
C: 2.11 5.13 -0.34  0.000
C: -1.43 2.36 -2.22  0.000
C: -1.98 3.34 -3.04  0.000
C: -3.14 3.06 -3.75  0.000
C: -3.74 1.81 -3.65  0.000
C: -3.17 0.84 -2.84  0.000
C: -2.02 1.11 -2.11  0.000
H: -1.82 4.53 -0.63  0.000
H: -0.52 5.62 -0.13  0.000
H: -0.79 4.09 0.75  0.000
H: 3.03 2.42 -1.14  0.000
H: 3.19 5.00 -0.37  0.000
H: 1.82 5.28 0.70  0.000
H: 1.84 6.02 -0.91  0.000
H: -1.50 4.30 -3.13  0.000
H: -3.58 3.82 -4.38  0.000
H: -4.65 1.60 -4.20  0.000
H: -3.62 -0.14 -2.75  0.000
H: -1.59 0.35 -1.47  0.000
C: 2.93 -2.25 -2.20  -0.016
Si: 2.13 -2.76 -0.55  -0.098
C: 3.60 -3.28 0.57  -0.019
C: 1.31 -4.43 -0.88  -0.012
H: 3.56 -3.05 -2.61  -0.003
H: 3.55 -1.35 -2.11  0.000
H: 2.15 -2.01 -2.93  0.000
H: 4.26 -3.97 0.03  -0.003
H: 3.20 -3.80 1.44  0.000
H: 4.22 -2.46 0.95  0.000
H: 2.06 -5.18 -1.16  -0.002
H: 0.58 -4.35 -1.68  0.000
H: 0.79 -4.78 0.02  0.000

Calculated values
* orbital gap (spin up / spin down): 5.6 / 5.4 eV
* charge: -1
* HOMO level (spin up / spin down): -3.672 / -3.474 eV
* multiplicity: 2

***

#b
The following is a DFT calculation (the ωB97M-V functional and the def2-TZVPD basis) of a structure of composition C28H28CoN9OS2Si.

Last column: Löwdin spin population.
Element x y z (Å)
Co: 0.24 1.29 -0.25  1.038
N: 0.19 2.30 4.02  0.000
C: 0.23 1.25 3.19  0.003
N: 0.37 1.66 1.96  0.033
C: 0.40 3.03 2.06  0.000
N: 0.30 3.45 3.32  -0.003
C: 0.53 3.81 0.88  -0.008
C: 0.74 5.19 0.90  0.001
N: 0.86 5.93 -0.18  -0.009
C: 0.79 5.25 -1.35  0.001
C: 0.61 3.90 -1.42  -0.007
N: 0.45 3.14 -0.33  -0.014
H: 0.04 2.34 5.02  0.001
H: 0.16 0.22 3.50  0.000
H: 0.81 5.69 1.85  0.000
H: 0.88 5.85 -2.25  0.000
H: 0.58 3.39 -2.37  -0.001
S: -2.13 1.75 0.45  0.003
C: -3.10 1.55 -0.94  0.000
C: -4.47 1.80 -0.81  0.000
C: -5.36 1.55 -1.84  0.000
C: -6.71 1.90 -1.66  0.000
N: -7.79 2.23 -1.46  0.000
C: -4.87 0.99 -3.05  0.000
C: -3.51 0.82 -3.21  0.003
C: -2.59 1.13 -2.20  0.006
S: -0.91 1.00 -2.56  0.040
C: -5.76 0.58 -4.06  0.000
N: -6.47 0.20 -4.87  0.000
H: -4.83 2.19 0.13  0.000
H: -3.12 0.42 -4.14  0.001
C: 0.47 -4.21 2.57  0.000
N: -0.40 -3.55 1.61  -0.001
N: 0.28 -2.79 0.64  -0.001
C: -0.26 -1.50 0.58  -0.002
O: 0.17 -0.63 -0.19  -0.004
C: -1.32 -1.49 1.53  0.000
C: -1.38 -2.70 2.14  -0.001
C: -2.29 -3.19 3.20  0.000
C: 1.02 -3.46 -0.33  0.000
C: 0.96 -4.85 -0.43  0.000
C: 1.78 -5.52 -1.32  0.000
C: 2.63 -4.83 -2.16  0.000
C: 2.65 -3.44 -2.11  0.000
C: 1.87 -2.76 -1.20  0.000
H: 1.28 -4.71 2.04  0.000
H: -0.12 -4.95 3.11  0.000
H: 0.91 -3.50 3.28  0.000
H: -1.97 -0.64 1.68  0.000
H: -3.13 -2.51 3.29  0.000
H: -1.79 -3.24 4.17  0.000
H: -2.66 -4.19 2.96  0.000
H: 0.25 -5.41 0.17  0.000
H: 1.74 -6.60 -1.36  0.000
H: 3.28 -5.36 -2.84  0.000
H: 3.29 -2.89 -2.78  0.000
H: 1.88 -1.69 -1.16  0.000
C: 3.28 -0.08 0.86  -0.008
Si: 2.53 1.20 -0.41  -0.049
C: 3.57 2.77 0.06  -0.006
C: 3.22 0.73 -2.16  -0.012
H: 4.36 0.01 0.88  -0.001
H: 3.04 -1.11 0.61  0.000
H: 2.90 0.11 1.86  0.000
H: 4.63 2.54 0.01  -0.001
H: 3.35 3.12 1.06  0.000
H: 3.38 3.59 -0.62  0.000
H: 4.26 0.42 -2.08  -0.002
H: 3.18 1.59 -2.82  0.000
H: 2.66 -0.07 -2.62  0.000

Calculated values
* orbital gap (spin up / spin down): 5.4 / 5.4 eV
* charge: -1
* HOMO level (spin up / spin down): -3.535 / -3.525 eV
* multiplicity: 2

***

The most stable arrangement is #a, and the next structure is 0.0423 hartree less stable.